Record 1
{"formula": "C7H12N3", "method": "wB97M-V/def2-TZVPD", "orbital_gap_ev": 8.329, "e_homo_ev": -11.59, "lumo_ha": -0.1197, "spin_multiplicity": 1, "charge": 1, "e_tot_ha": -437.7954, "relative_energy_kcal_mol": 127.31, "elements": ["N", "C", "C", "C", "N", "C", "C", "N", "C", "C", "H", "H", "H", "H", "H", "H", "H", "H", "H", "H", "H", "H"], "positions_angstrom": [[-1.59275, 2.30801, 0.30805], [-1.85558, 0.95827, 0.28745], [-2.46471, 0.18144, -0.65362], [-2.47159, -1.27201, -0.37575], [-1.56986, -1.87960, 0.26533], [-0.35350, -1.52199, 0.62967], [0.44554, -0.69468, -0.09045], [1.78797, -0.42824, 0.35769], [2.66113, 0.71620, 0.04072], [2.84125, -0.62365, -0.59602], [-1.37385, 2.76160, 1.17221], [-2.24771, 2.76924, -0.29954], [-1.59522, 0.53893, 1.19550], [-2.81082, 0.41048, -1.61393], [-3.27237, -1.81277, -0.79566], [-0.21297, -2.08841, 1.62391], [0.33181, -0.20288, -1.08630], [2.05760, -0.80892, 1.23559], [3.24976, 0.87220, 0.91819], [2.04583, 1.45331, -0.32259], [2.60683, -0.55072, -1.68368], [3.79319, -1.08580, -0.51678]], "mulliken_charge": [-0.4431, -0.2173, -0.6122, -0.0417, -0.4650, -0.8220, 0.2899, 0.0658, -0.2925, -0.4730, 0.2519, 0.2410, 0.5202, 0.4282, 0.4719, 0.2417, 0.4165, 0.3008, 0.2903, 0.2894, 0.2538, 0.3051]}



Record 2
{"formula": "C31H29NO4P", "method": "wB97M-V/def2-TZVPD", "orbital_gap_ev": 6.503, "e_homo_ev": -3.71, "lumo_ha": 0.1027, "spin_multiplicity": 1, "charge": -1, "e_tot_ha": -1895.8422, "elements": ["C", "C", "O", "P", "O", "O", "C", "C", "C", "C", "N", "C", "C", "C", "C", "C", "C", "C", "C", "C", "C", "C", "C", "C", "C", "C", "C", "C", "O", "C", "C", "C", "C", "C", "C", "C", "C", "H", "H", "H", "H", "H", "H", "H", "H", "H", "H", "H", "H", "H", "H", "H", "H", "H", "H", "H", "H", "H", "H", "H", "H", "H", "H", "H", "H", "H"], "positions_angstrom": [[0.83573, -4.33648, -2.94559], [1.48420, -2.99554, -3.10220], [0.88245, -2.04086, -2.18474], [0.92708, -0.46802, -2.69797], [1.15782, -0.38696, -4.16235], [-0.54150, 0.11869, -2.21874], [-1.82343, -0.41310, -2.66464], [-2.79642, 0.72470, -2.86984], [2.21679, 0.50031, -1.68714], [3.54716, 0.20811, -2.28980], [4.55753, -0.07507, -2.91544], [2.39357, 0.67172, 0.13114], [3.10588, 1.84475, 0.75173], [2.84192, 2.45177, 2.01429], [3.40343, 3.68179, 2.38607], [4.33168, 4.31400, 1.57260], [4.68867, 3.69555, 0.37082], [4.10892, 2.45691, -0.01174], [1.07114, 0.43729, 0.74845], [0.58770, -0.85691, 0.58091], [-0.71288, -1.23404, 0.80439], [-1.11993, -2.65480, 0.66766], [-0.18631, -3.67951, 0.93367], [-0.55395, -5.01418, 0.88611], [-1.87829, -5.38228, 0.65878], [-2.81778, -4.39908, 0.35661], [-2.43454, -3.05481, 0.31037], [-1.72509, -0.14658, 1.02895], [-2.94312, -0.30940, 0.75067], [-1.15016, 1.14162, 1.51979], [-2.02854, 2.14746, 2.14909], [-1.50439, 3.10389, 3.05276], [-2.33408, 4.00736, 3.69522], [-3.71763, 3.97835, 3.52239], [-4.26557, 3.04484, 2.63658], [-3.43269, 2.18509, 1.92612], [0.18879, 1.41083, 1.26495], [1.47230, -5.08737, -3.39530], [0.66439, -4.60741, -1.90681], [-0.10486, -4.40937, -3.48717], [2.55250, -3.01690, -2.85378], [1.36577, -2.61916, -4.12959], [-1.66494, -1.00517, -3.57586], [-2.21903, -1.10388, -1.90762], [-3.72757, 0.30641, -3.29610], [-3.04440, 1.22424, -1.91160], [-2.36407, 1.47594, -3.56503], [2.01121, 1.65279, -1.90648], [3.08540, -0.27133, 0.19010], [2.17534, 1.94626, 2.70702], [3.11974, 4.13232, 3.33969], [4.83559, 5.23998, 1.87501], [5.41687, 4.16185, -0.27922], [4.39860, 1.97478, -0.94059], [1.27318, -1.56613, 0.11918], [0.82749, -3.39040, 1.22361], [0.20355, -5.77012, 1.06598], [-2.18572, -6.42137, 0.72110], [-3.86604, -4.64773, 0.16404], [-3.16175, -2.28192, 0.06189], [-0.43149, 3.10221, 3.26465], [-1.89748, 4.74949, 4.36655], [-4.37406, 4.66928, 4.06362], [-5.35816, 2.96751, 2.48648], [-3.84703, 1.45809, 1.21917], [0.48056, 2.45967, 1.31711]], "mulliken_charge": [-1.1059, -0.3889, -0.0701, 0.8110, -0.8393, -0.1604, 0.1643, -1.3000, 0.3035, -0.1821, -0.7254, 0.1290, 0.5359, -0.3040, -0.6813, -0.4338, -0.8184, -0.3242, -0.4219, -1.3841, 0.4415, 0.7439, -0.3370, -0.6922, -0.3945, -0.8209, -0.4085, 1.2236, -0.8794, -0.7734, 0.4533, -0.4552, -0.6502, -0.3058, -0.6506, -0.2950, -0.3330, 0.4269, 0.1547, 0.3107, 0.3129, 0.3906, 0.4863, -0.0735, 0.3923, 0.1653, 0.3430, 0.3328, 0.3820, 0.5919, 0.3629, 0.3554, 0.3921, 0.3157, 0.1438, 0.3378, 0.3798, 0.3777, 0.3659, 0.3751, 0.3676, 0.3356, 0.3376, 0.3282, 0.4032, 0.9351]}



Record 3
{"formula": "C38H53AuN4PSTe", "method": "wB97M-V/def2-TZVPD", "orbital_gap_ev": [6.698, 5.732], "s2": 2.016, "e_homo_ev": [-9.85, -10.13], "lumo_ha": [-0.1160, -0.1617], "spin_multiplicity": 3, "charge": 1, "e_tot_ha": -2841.8232, "relative_energy_kcal_mol": 23.29, "elements": ["Au", "C", "P", "C", "C", "C", "C", "C", "C", "C", "C", "C", "C", "C", "C", "H", "H", "H", "H", "H", "H", "H", "H", "H", "H", "H", "H", "H", "N", "C", "S", "C", "C", "C", "N", "C", "C", "H", "H", "H", "H", "H", "H", "C", "C", "C", "C", "C", "C", "Te", "C", "C", "C", "H", "H", "H", "H", "H", "H", "H", "H", "H", "H", "H", "C", "C", "C", "C", "H", "H", "H", "H", "H", "H", "H", "H", "H", "C", "C", "N", "C", "C", "C", "C", "N", "H", "H", "H", "H", "H", "H", "H", "H", "H", "H", "H", "H", "H", "H"], "positions_angstrom": [[0.32701, -1.20292, -0.23078], [-0.56619, 0.41098, 4.29022], [0.08571, -0.54042, 2.83202], [1.85761, -0.51942, 3.26392], [2.41991, 0.46478, 4.07112], [3.78091, 0.46738, 4.32222], [4.59641, -0.50502, 3.76952], [4.04921, -1.45852, 2.92642], [2.69171, -1.46042, 2.66772], [-0.47469, -2.19102, 3.40812], [0.31951, -3.26072, 3.79832], [-0.26889, -4.47642, 4.11282], [-1.64209, -4.64202, 4.04502], [-2.44079, -3.56832, 3.69032], [-1.85909, -2.35682, 3.38052], [-0.08999, 0.05888, 5.20712], [-1.63949, 0.25808, 4.37082], [-0.38469, 1.47658, 4.15472], [1.79991, 1.22528, 4.52012], [4.21081, 1.23798, 4.94472], [5.65351, -0.51152, 3.98952], [4.67961, -2.20902, 2.47362], [2.25781, -2.19002, 1.99432], [1.39401, -3.16282, 3.87092], [0.35161, -5.30372, 4.42602], [-2.09239, -5.59712, 4.27072], [-3.51479, -3.67162, 3.66032], [-2.48179, -1.51222, 3.11252], [7.56071, -0.30762, -0.15418], [6.57311, 0.37328, 0.44872], [6.93551, 1.61168, 1.47652], [5.17961, 0.00518, 0.18712], [4.14651, 0.83918, 0.62282], [2.83831, 0.48228, 0.38172], [2.50361, -0.63402, -0.25768], [3.47511, -1.43592, -0.68008], [4.81451, -1.16162, -0.49328], [8.50751, 0.00358, -0.00978], [7.40301, -1.02932, -0.83558], [4.37651, 1.74738, 1.15542], [2.01871, 1.10848, 0.70652], [3.16401, -2.33672, -1.18868], [5.54991, -1.86472, -0.85478], [0.25101, -0.57482, -7.94328], [0.09331, -0.24702, -6.49398], [1.20091, -0.01482, -5.69188], [1.07311, 0.31308, -4.35178], [2.30221, 0.54888, -3.53058], [-0.19989, 0.42258, -3.78988], [-0.35689, 1.09128, -1.75598], [-1.32429, 0.18968, -4.58218], [-2.70269, 0.28638, -4.01218], [-1.16529, -0.14652, -5.91718], [1.29901, -0.57502, -8.23048], [-0.27379, 0.15068, -8.56318], [-0.16799, -1.55612, -8.15828], [2.18771, -0.06602, -6.13058], [3.18581, 0.60128, -4.16268], [2.43981, -0.26522, -2.81768], [2.22581, 1.48148, -2.96728], [-2.74439, 1.06868, -3.25038], [-2.98229, -0.65762, -3.54518], [-3.43259, 0.51208, -4.78578], [-2.04129, -0.32642, -6.52428], [-3.00469, -4.04602, -0.77918], [-2.38269, -2.65842, -0.99238], [-3.47469, -1.59492, -0.91358], [-1.32109, -2.44952, 0.07332], [-3.86049, -4.19292, -1.43318], [-3.33479, -4.15092, 0.25252], [-2.27539, -4.82662, -0.98318], [-1.92699, -2.63452, -1.99048], [-3.94929, -1.62782, 0.06482], [-4.24039, -1.78122, -1.66348], [-3.06649, -0.59682, -1.06908], [-0.80649, -3.39102, 0.26282], [-1.80009, -2.14452, 1.00062], [-1.77829, 4.71708, -1.57328], [-1.49419, 4.25958, -0.14578], [-2.63989, 3.61408, 0.46952], [-3.71029, 4.50248, 0.88502], [-3.48749, 5.07528, 2.28482], [-2.62869, 2.30648, 0.75812], [-3.84669, 1.71678, 1.41562], [-1.60089, 1.56668, 0.46252], [-0.91259, 5.24568, -1.96098], [-2.62959, 5.39328, -1.61338], [-1.97889, 3.85958, -2.21388], [-1.21509, 5.12108, 0.46832], [-0.67079, 3.54178, -0.14448], [-4.66729, 3.98198, 0.83822], [-3.74959, 5.32738, 0.17202], [-3.39699, 4.28818, 3.02792], [-4.32889, 5.70568, 2.55412], [-2.58529, 5.67988, 2.31382], [-4.68579, 1.73408, 0.72082], [-4.12799, 2.26268, 2.30992], [-3.66159, 0.68088, 1.68632], [-1.69379, 0.61748, 0.81202]], "mulliken_charge": [0.6169, -1.7223, 1.6828, 0.4305, -0.6883, -0.8383, -0.7099, -0.9661, -0.8700, 0.8657, -0.4143, -0.7154, -0.6654, -0.7092, -0.5813, 0.5335, 0.4667, 0.4441, 0.3577, 0.4342, 0.5143, 0.4771, 0.7404, 0.4994, 0.4359, 0.4007, 0.4615, 0.1014, -0.3100, 0.4045, -0.3465, 1.0854, -0.8159, -0.4390, 0.4056, -1.0411, -0.9647, 0.2161, 0.1514, 0.4338, 0.4437, 0.4982, 0.4099, -1.4937, 0.6408, -1.1853, 1.0393, -1.6324, 0.0772, 0.3849, 1.3463, -1.5894, -0.9523, 0.3475, 0.3576, 0.3395, 0.3032, 0.4277, 0.1636, 0.3338, 0.1893, 0.1324, 0.4683, 0.4568, -1.7413, 1.0136, -1.3447, -0.6403, 0.4593, 0.2637, 0.4480, 0.1263, 0.3994, 0.5036, 0.0355, 0.6630, -0.2151, -1.0009, -0.3224, 0.4279, -0.8146, -1.0999, 1.0414, -1.3924, 0.1005, 0.3803, 0.3961, 0.0919, 0.2924, 0.0230, 0.4625, 0.2742, 0.2570, 0.4029, 0.3365, 0.3496, 0.4077, 0.0946, -0.5482]}



Record 4
{"formula": "C20H23ClFN3O4S", "method": "wB97M-V/def2-TZVPD", "orbital_gap_ev": 8.276, "e_homo_ev": -7.78, "lumo_ha": 0.0182, "spin_multiplicity": 1, "e_tot_ha": -2199.4049, "elements": ["O", "C", "C", "O", "C", "C", "C", "C", "Cl", "C", "C", "N", "C", "C", "S", "O", "O", "N", "C", "C", "N", "C", "C", "C", "C", "F", "C", "C", "C", "C", "H", "H", "H", "H", "H", "H", "H", "H", "H", "H", "H", "H", "H", "H", "H", "H", "H", "H", "H", "H", "H", "H", "H"], "positions_angstrom": [[-5.65776, -0.77973, -1.55993], [-5.10958, -0.51635, -0.51033], [-5.58087, 0.63926, 0.37884], [-4.58618, 1.17134, 1.22218], [-3.51336, 1.79232, 0.65738], [-3.28553, 1.90018, -0.71021], [-2.14512, 2.53405, -1.17550], [-1.23696, 3.06434, -0.27861], [0.20233, 3.82792, -0.86339], [-1.45961, 2.97452, 1.08853], [-2.59241, 2.34160, 1.55031], [-4.07961, -1.21656, 0.00298], [-3.39424, -2.22207, -0.76952], [-2.03917, -1.71806, -1.25011], [-0.95345, -1.55503, 0.19978], [-1.54549, -0.60025, 1.09678], [-0.69941, -2.87473, 0.70550], [0.41488, -0.88753, -0.49150], [1.45155, -1.84131, -0.84426], [2.35253, -2.13272, 0.36404], [2.90096, -0.91926, 0.92896], [4.09507, -0.39052, 0.45582], [4.70062, 0.67335, 1.13910], [5.91555, 1.18893, 0.74036], [6.55783, 0.63553, -0.35219], [7.75015, 1.13780, -0.74915], [6.00332, -0.42442, -1.04059], [4.77999, -0.92830, -0.63983], [1.83072, -0.03133, 1.33690], [0.93349, 0.31082, 0.14003], [-6.35627, 0.26062, 1.05172], [-6.02702, 1.41118, -0.26075], [-3.98128, 1.49307, -1.42717], [-1.96680, 2.61325, -2.23661], [-0.74745, 3.39453, 1.78112], [-2.78338, 2.24866, 2.60651], [-3.58916, -0.86686, 0.81785], [-4.04360, -2.46437, -1.61696], [-3.23760, -3.11441, -0.15578], [-1.56493, -2.42187, -1.92559], [-2.10494, -0.73254, -1.70082], [0.96246, -2.75605, -1.17727], [2.02821, -1.41131, -1.66884], [3.15447, -2.82155, 0.10134], [1.73220, -2.60538, 1.13304], [4.22737, 1.09224, 2.01261], [6.37247, 2.00724, 1.27393], [6.52163, -0.84438, -1.88824], [4.36471, -1.74809, -1.20305], [2.22780, 0.88680, 1.76359], [1.22482, -0.54239, 2.09286], [0.07584, 0.89730, 0.46482], [1.50017, 0.87050, -0.61072]], "mulliken_charge": [-0.6694, 0.4653, -0.4515, -0.5118, 0.3197, -0.2866, -0.5713, 0.2490, -0.2102, -0.5843, -0.4461, -0.0251, -0.9851, -0.5732, 1.0252, -0.6454, -0.6879, 0.1248, -0.8536, -1.2243, 0.1311, 0.8147, -0.2607, -0.6945, 0.3072, -0.3383, -0.8353, -0.2919, -0.9616, -0.0505, 0.3312, 0.3699, 0.4731, 0.4435, 0.4252, 0.4347, 0.3358, 0.4451, 0.3686, 0.5116, 0.3469, 0.4303, 0.5502, 0.5833, 0.4501, 0.4063, 0.4220, 0.4174, 0.2578, 0.3443, 0.3335, -0.4429, 0.4836]}



Repeat the first record exactly.
{"formula": "C7H12N3", "method": "wB97M-V/def2-TZVPD", "orbital_gap_ev": 8.329, "e_homo_ev": -11.59, "lumo_ha": -0.1197, "spin_multiplicity": 1, "charge": 1, "e_tot_ha": -437.7954, "relative_energy_kcal_mol": 127.31, "elements": ["N", "C", "C", "C", "N", "C", "C", "N", "C", "C", "H", "H", "H", "H", "H", "H", "H", "H", "H", "H", "H", "H"], "positions_angstrom": [[-1.59275, 2.30801, 0.30805], [-1.85558, 0.95827, 0.28745], [-2.46471, 0.18144, -0.65362], [-2.47159, -1.27201, -0.37575], [-1.56986, -1.87960, 0.26533], [-0.35350, -1.52199, 0.62967], [0.44554, -0.69468, -0.09045], [1.78797, -0.42824, 0.35769], [2.66113, 0.71620, 0.04072], [2.84125, -0.62365, -0.59602], [-1.37385, 2.76160, 1.17221], [-2.24771, 2.76924, -0.29954], [-1.59522, 0.53893, 1.19550], [-2.81082, 0.41048, -1.61393], [-3.27237, -1.81277, -0.79566], [-0.21297, -2.08841, 1.62391], [0.33181, -0.20288, -1.08630], [2.05760, -0.80892, 1.23559], [3.24976, 0.87220, 0.91819], [2.04583, 1.45331, -0.32259], [2.60683, -0.55072, -1.68368], [3.79319, -1.08580, -0.51678]], "mulliken_charge": [-0.4431, -0.2173, -0.6122, -0.0417, -0.4650, -0.8220, 0.2899, 0.0658, -0.2925, -0.4730, 0.2519, 0.2410, 0.5202, 0.4282, 0.4719, 0.2417, 0.4165, 0.3008, 0.2903, 0.2894, 0.2538, 0.3051]}